[1]
Entry from the OMol25 dataset: a 2-piece molecular cluster, C11H25FN2O5S overall in a non-equilibrium geometry (ωB97M-V/def2-TZVPD).

Geometry as ORCA input:
```
! RIJCOSX wB97M-V def2-TZVPD def2/J DEFGRID3
* xyz 0 1
C 5.0084 -2.0484 1.4976
C 4.3097 -0.7659 1.0450
C 3.5324 -0.9659 -0.2607
C 2.9646 0.3423 -0.8406
C 1.4331 0.4270 -0.7578
C 0.9797 0.6953 0.6907
C -0.5476 0.8356 0.8235
C -1.1728 -0.5660 0.9204
N -2.6185 -0.4712 1.2088
C -3.4845 -0.3232 0.0131
O -3.9987 -1.5012 -0.5086
C -3.0835 -2.2544 -1.2971
S -3.1535 -1.6234 2.2350
O -4.5650 -1.5804 2.3514
O -2.4785 -2.8675 2.0601
F -2.5700 -1.0176 3.5612
H 4.2625 -2.7498 1.8760
H 5.7160 -1.8552 2.3032
H 5.5356 -2.5330 0.6750
H 3.6043 -0.4834 1.8315
H 5.0286 0.0494 0.9420
H 4.2266 -1.4094 -0.9773
H 2.7376 -1.6872 -0.0522
H 3.3804 1.2086 -0.3231
H 3.2363 0.3907 -1.8967
H 1.0873 1.2464 -1.3803
H 0.9955 -0.5195 -1.0823
H 1.4656 1.6180 1.0105
H 1.2977 -0.1535 1.3001
H -0.7907 1.3423 1.7608
H -1.0024 1.3981 -0.0016
H -0.9902 -1.0811 -0.0242
H -0.6506 -1.1028 1.7081
H -2.8790 0.2251 -0.7107
H -4.3212 0.3160 0.2822
H -2.4479 -2.8657 -0.6510
H -2.4614 -1.5860 -1.8980
H -3.6522 -2.9327 -1.9266
C -2.0162 4.4148 -2.5230
N -1.9693 3.1032 -1.8214
O -2.9359 2.7725 -1.1702
O -0.9530 2.4483 -1.9499
H -2.9732 4.8781 -2.3160
H -1.1946 5.0146 -2.1434
H -1.8912 4.2181 -3.5833
*
```

The value obtained for the orbital gap is 9.660 eV. As for the energy relative to the best compared isomer or geometry (same formula, charge and spin): 0.00 kcal per mole. The SMILES is CCCCCCCCN(COC)S(=O)(=O)F.C[N+](=O)[O-].

=====

[2]
Entry from the OMol25 dataset: C11H25N3O7Sr as an isolated structure in a non-equilibrium geometry (ωB97M-V/def2-TZVPD).

Geometry as ORCA input:
```
! RIJCOSX wB97M-V def2-TZVPD def2/J DEFGRID3
* xyz 0 1
Sr 10.2185 -21.2089 -3.8076
C 9.9278 -19.2601 -6.8645
C 9.8784 -20.1008 -5.5204
O 9.8691 -21.3151 -5.6370
O 9.9463 -19.5641 -4.4099
H 9.9819 -18.1984 -6.6237
H 9.0405 -19.4379 -7.4722
H 10.8826 -19.5137 -7.3250
C 11.1816 -21.2701 -0.3670
C 10.8421 -21.1415 -1.8593
O 10.2633 -22.0682 -2.2657
O 11.2916 -20.3147 -2.6333
H 10.6657 -20.4256 0.0899
H 12.2398 -21.0204 -0.2898
H 11.0098 -22.1611 0.2369
C 8.0405 -21.2621 -2.5857
O 8.5911 -20.5688 -3.4275
N 8.4177 -21.4901 -1.3802
N 6.7791 -21.6642 -2.5907
H 7.9149 -22.0237 -0.6856
H 9.4228 -21.5884 -1.3676
H 6.2322 -21.5465 -3.4316
H 6.4126 -22.1337 -1.7750
C 12.3736 -18.3253 -4.3921
O 12.2784 -19.7932 -4.2730
C 13.2401 -20.5291 -4.9564
C 12.5520 -21.9028 -5.3977
N 11.8240 -22.4735 -4.2631
C 11.2371 -23.7864 -4.6764
C 9.7323 -23.7095 -5.0724
O 8.9765 -23.2148 -3.9800
C 7.5768 -23.5499 -3.9353
H 11.6515 -17.8183 -3.7521
H 12.1654 -18.0730 -5.4318
H 13.3566 -17.9208 -4.1508
H 14.0789 -20.7704 -4.3034
H 13.5277 -19.9534 -5.8362
H 13.2502 -22.5845 -5.8834
H 11.9046 -21.6742 -6.2443
H 12.4728 -22.7734 -3.5496
H 11.3155 -24.2801 -3.7077
H 11.8439 -24.3845 -5.3562
H 9.3512 -24.6723 -5.4127
H 9.5027 -23.1300 -5.9666
H 7.1896 -23.4772 -2.9190
H 7.2620 -24.4571 -4.4510
H 6.9804 -22.8118 -4.4717
*
```

The value obtained for the orbital gap is 6.123 eV.

=====

[3]
Entry from the OMol25 dataset: C11H25NO5PReSbSe4 as an isolated structure in a non-equilibrium geometry (ωB97M-V/def2-TZVPD).

Geometry as ORCA input:
```
! RIJCOSX wB97M-V def2-TZVPD def2/J DEFGRID3
* xyz 3 1
Re -0.2132 1.2916 1.5554
Se -5.0932 3.1869 5.5033
Sb -5.3437 1.3804 4.1625
Se -1.6246 2.9886 1.5250
Se -0.1971 0.4381 3.5400
Se -5.4489 -0.6883 3.2010
C -2.0986 -3.0440 -0.2359
C -0.6143 -3.1901 -0.1627
C -0.0726 -4.0283 -1.2868
C -0.0019 -3.5043 1.1599
O -0.0461 -1.7660 -0.5032
P -0.4813 -0.3400 -0.5085
O -1.4024 0.0098 0.6633
O 0.6864 0.6119 0.0004
O -0.9887 0.1449 -1.8276
C -0.7050 -0.3689 -3.3982
C 0.6703 -1.0357 -3.2707
C -0.6751 0.9289 -4.1881
C -1.8812 -1.2432 -3.6608
H -2.5890 -4.0428 -0.2632
H -2.4499 -2.4903 -1.1462
H -2.4314 -2.5678 0.6691
H -0.3120 -5.0808 -1.1043
H 1.0083 -3.9286 -1.3061
H -0.5938 -3.8190 -2.2331
H -0.3416 -4.5486 1.3699
H -0.4521 -2.8458 1.9357
H 1.0733 -3.5054 1.1235
H 1.4599 -0.3107 -3.0718
H 0.9310 -1.4507 -4.2146
H 0.8078 -1.8088 -2.5307
H 0.2001 1.5566 -3.9343
H -1.5239 1.6124 -4.0245
H -0.6440 0.7030 -5.2254
H -1.8476 -2.1194 -3.0266
H -1.8753 -1.5762 -4.6996
H -2.8310 -0.7470 -3.4772
C 4.4659 3.7002 3.1033
N 3.0937 3.5592 2.6824
C 2.3189 4.7918 2.7859
C 2.6121 2.5068 2.2067
O 1.3990 2.4360 1.7881
H 4.4665 3.7852 4.1663
H 4.8685 4.5968 2.6440
H 4.9872 2.8221 2.7878
H 2.7890 5.4288 3.4933
H 1.3255 4.5827 3.1608
H 2.3159 5.3360 1.8326
H 3.2998 1.6519 2.2397
*
```

The value obtained for the orbital gap (alpha / beta) is 6.952 / 6.951 eV.

=====

[4]
Entry from the OMol25 dataset: one molecule with the formula C11H25NSi in a non-equilibrium geometry (ωB97M-V/def2-TZVPD).

Geometry as ORCA input:
```
! RIJCOSX wB97M-V def2-TZVPD def2/J DEFGRID3
* xyz 0 1
C 0.6740 -2.1718 -2.5414
C -0.2755 -2.2869 -1.6111
C 2.1196 4.0041 0.4191
C -3.1140 -0.8432 -0.3623
C -1.8333 0.8006 -1.7604
C -0.9329 -2.6638 2.1410
C 0.9831 -1.2900 2.3251
C 2.2167 2.6620 -0.3008
C 1.2174 1.6021 0.3800
C 1.1666 0.3867 -0.5310
C -1.8842 0.0393 -0.3734
N -0.0388 -1.7363 1.3936
Si -0.2560 -1.0132 -0.1370
H 0.8105 -2.9803 -3.2048
H 1.3467 -1.3707 -2.4531
H -1.0099 -3.1322 -1.6891
H 1.4493 3.9798 1.3416
H 3.1183 4.4806 0.6288
H 1.4988 4.7139 -0.2521
H -2.9753 -1.4490 0.5053
H -4.2303 -0.4131 -0.2727
H -3.0387 -1.5441 -1.1857
H -1.3896 1.8151 -1.5117
H -2.8250 0.7433 -2.0933
H -1.2709 0.2340 -2.4934
H -1.6376 -2.9901 1.3015
H -0.3123 -3.4713 2.5306
H -1.4222 -2.1831 2.9385
H 0.6113 -0.4586 2.9552
H 1.2138 -1.9588 3.0944
H 1.9417 -1.1098 1.8999
H 3.2276 2.2799 -0.0720
H 1.9749 2.6708 -1.2944
H 1.6309 1.4342 1.3572
H 0.1942 2.0793 0.5969
H 1.9704 -0.2956 -0.5828
H 0.9258 0.6896 -1.5631
H -1.8452 0.7466 0.4770
*
```

The value obtained for the orbital gap is 9.239 eV. As for the energy relative to the best compared isomer or geometry (same formula, charge and spin): 48.12 kcal per mole. The SMILES is C=C[Si@@](CCCC)(C(C)C)N(C)C.

=====

Energy (hartree)
-1417.7694; -1154.8555; -11129.7901; -778.2866